{"formula": "C15H22BCl5MnN4O", "method": "ωB97M-V with the def2-TZVPD basis set", "symbols": ["Mn", "N", "C", "C", "C", "N", "C", "C", "N", "C", "H", "H", "H", "H", "H", "H", "H", "H", "H", "H", "H", "H", "H", "H", "H", "H", "Cl", "C", "C", "C", "Cl", "C", "Cl", "C", "Cl", "C", "Cl", "C", "C", "O", "H", "H", "H", "B", "C", "N", "H", "H", "H"], "xyz": [[-0.8634, 0.3656, -0.1847], [1.4061, -2.7463, 0.2809], [2.6819, -1.8919, 0.2723], [2.6117, -0.8311, 1.3439], [2.3108, 0.6063, 0.8776], [0.8943, 0.9457, 1.0677], [2.8543, 0.9047, -0.5312], [2.4585, -0.1497, -1.5902], [0.9527, -0.1612, -1.7527], [3.0805, -1.5201, -1.1654], [1.0601, -2.9578, 1.2250], [1.5578, -3.5828, -0.2752], [0.6551, -2.2590, -0.1832], [3.4843, -2.6090, 0.5717], [3.6132, -0.8272, 1.8305], [1.9220, -1.1821, 2.1222], [3.0025, 1.2353, 1.5168], [0.7364, 1.9301, 0.9121], [0.6225, 0.7950, 2.0348], [3.9300, 0.8417, -0.4268], [2.6424, 1.9266, -0.8795], [2.9164, 0.1336, -2.5806], [0.6874, -0.9094, -2.4364], [0.7981, 0.6734, -2.3243], [4.1774, -1.3374, -1.1903], [2.8132, -2.3259, -1.8882], [-1.3509, 3.4137, 1.0058], [-1.9782, 2.1599, 1.9730], [-1.9549, 0.8266, 1.4988], [-2.3042, -0.2172, 2.3665], [-2.1919, -1.8181, 1.7255], [-2.6655, 0.0394, 3.7037], [-3.2604, -1.2105, 4.7143], [-2.6686, 1.3758, 4.1787], [-3.2456, 1.6585, 5.7405], [-2.4807, 2.4464, 3.2792], [-2.7967, 4.1029, 3.7282], [-2.1145, 2.4119, -2.0341], [-0.6773, 2.1748, -1.5181], [0.2037, 2.7959, -2.0951], [-2.3377, 3.4651, -1.9977], [-2.8553, 1.8173, -1.4492], [-2.2021, 2.0853, -3.0440], [-2.9136, -2.3400, -3.4480], [-2.2270, -1.6125, -2.3412], [-1.5983, -1.0832, -1.5103], [-4.0410, -1.9202, -3.4540], [-2.3916, -2.1109, -4.4902], [-2.9537, -3.5283, -3.1790]], "spin_multiplicity": 6, "homo_lumo_gap_ev": [4.72, 5.26], "total_energy_ev": -118525.767, "total_charge": 0, "e_lumo_ha": [-0.0427, -0.0434], "relative_energy_kj_mol": 0.0}